A 3-piece molecular cluster, C43H52I2N3O8S2 overall, computed with ωB97M-V/def2-TZVPD.

Values from the calculation:
M (g mol⁻¹): 1056.84
Highest occupied orbital energy (eV): -9.538
Total charge: +1
Gap between HOMO and LUMO (eV): 5.88
Energy relative to the best compared isomer or geometry (same formula, charge and spin) (kJ/mol): 2463.50

```
110
Properties=species:S:1:pos:R:3:forces:R:3
C 3.79048 -5.25536 2.18255 0.574 -0.578 -0.887
C 2.22674 -5.31093 1.69265 0.188 -0.872 0.288
O 1.40704 -4.15395 2.10007 1.090 0.902 -1.974
C 1.54208 -3.05763 1.12867 0.968 0.054 -0.852
C 0.51760 -3.21098 -0.18502 0.670 -0.564 2.476
O 0.17079 -1.84940 -0.58420 2.311 -0.457 -2.427
C 0.83418 -1.39816 -1.81291 -3.819 -0.063 -1.942
C 0.43423 -2.27418 -3.16638 0.697 -1.182 0.554
C -1.07285 -2.90210 -3.15653 -0.413 -1.213 -0.567
C -2.18847 -2.07878 -4.03413 1.160 -0.415 -0.951
S -3.56493 -1.55258 -2.88164 -1.242 -0.022 -0.359
C -5.25902 -2.04736 -3.50660 -0.294 -2.466 -2.792
S -5.36115 -3.19735 -4.80136 0.241 2.627 2.841
N -6.58498 -1.56308 -2.96351 2.169 2.247 2.061
C -6.78258 -0.07295 -3.11887 -1.197 5.165 -0.410
C -5.76951 0.98451 -3.85403 -3.623 1.161 1.892
C -6.17964 2.60545 -3.86528 -2.551 -1.609 1.501
C -7.56673 3.20858 -3.20764 0.735 -4.628 0.287
C -8.60501 2.14133 -2.51209 4.232 -1.901 -1.849
C -8.18350 0.55722 -2.47859 1.193 2.117 -1.153
C -6.76496 -1.85691 -1.49086 -1.697 -2.131 5.194
C -8.02443 -2.86180 -1.05520 2.439 1.761 2.987
C -8.29061 -3.17229 0.56574 2.875 2.231 -0.584
C -7.33661 -2.54346 1.75943 1.155 1.332 -3.908
C -6.08552 -1.54835 1.33978 -2.902 -1.867 -3.731
C -5.86858 -1.24872 -0.25892 -1.674 -1.306 0.516
C 0.20258 0.12322 -2.11133 -0.855 -0.551 2.056
N 1.19336 1.16380 -2.48920 0.084 -1.419 -0.264
C 1.71022 1.16819 -3.87506 1.564 1.722 -0.869
I 0.19474 1.07851 -5.48647 -0.368 -3.075 1.476
C 2.45578 2.64398 -4.15178 1.273 -0.120 0.179
C 3.99740 2.48864 -4.69692 0.437 0.798 -0.403
I 1.38812 3.82441 -5.71190 1.818 1.974 1.024
C 2.21763 1.21838 -1.39556 0.346 0.231 1.728
C 2.75643 -0.24588 -0.85764 1.309 1.345 2.222
C 4.38853 -0.25949 -0.52157 -0.998 -0.568 0.711
C 4.62145 0.85716 0.68229 -1.019 1.139 -1.325
O 5.50863 0.39604 1.76243 -3.198 -0.095 1.293
C 4.76934 0.22107 3.03883 -2.649 2.809 3.605
C 4.92025 -1.29068 3.73709 0.703 1.117 -1.330
O 4.05679 1.16823 3.65736 4.507 -5.622 -4.929
N 2.34529 -1.37882 -1.76739 0.403 0.691 0.008
H 4.09476 -6.31356 2.63935 -0.712 2.488 -0.823
H 4.47065 -5.13624 1.21401 -1.311 -0.122 2.122
H 4.05137 -4.38604 2.92132 -0.754 -1.770 -1.320
H 2.20575 -5.37515 0.52334 -0.055 -0.202 2.164
H 1.71406 -6.26596 2.18304 0.992 2.217 -1.236
H 2.63867 -3.09179 0.65833 -1.850 0.081 1.086
H 1.45657 -1.97405 1.60919 -0.305 -2.567 -0.674
H -0.44818 -3.72753 0.22754 1.829 0.848 -1.170
H 1.11666 -3.84038 -0.96757 -1.645 1.198 1.069
H 0.61492 -1.65618 -4.15193 -0.376 -0.919 2.056
H 1.21723 -3.17392 -3.20906 -1.688 1.664 0.004
H -1.54014 -3.09290 -2.10104 1.310 0.500 -1.825
H -0.98837 -3.97836 -3.66764 -0.131 2.366 1.188
H -2.51200 -2.74481 -4.93955 0.166 1.388 1.889
H -1.68349 -1.11604 -4.46444 -1.150 -1.643 0.754
H -4.77946 0.61419 -4.35812 -2.218 0.917 1.108
H -5.45789 3.39614 -4.37705 -1.617 -2.070 1.177
H -7.86438 4.34767 -3.19398 0.965 -2.582 -0.206
H -9.62582 2.47052 -2.03732 2.314 -0.741 -1.065
H -8.95844 -0.19032 -1.96585 2.045 1.772 -1.259
H -8.74632 -3.32286 -1.87000 1.755 1.091 1.885
H -9.18967 -3.85642 0.91574 2.103 1.588 -1.021
H -7.50743 -2.73934 2.91752 0.194 0.303 -2.904
H -5.35713 -1.02248 2.10016 -1.775 -1.296 -1.659
H -4.98965 -0.50251 -0.56828 -2.151 -1.778 0.779
H -0.28173 0.48348 -1.07886 1.122 -0.869 -2.106
H -0.70417 -0.05380 -2.82351 2.029 0.676 1.004
H 2.51809 0.37395 -4.16253 -1.439 1.044 0.556
H 2.45009 3.33440 -3.19994 -0.174 -1.548 -1.877
H 4.40415 3.57610 -4.95810 -0.923 -2.380 0.631
H 4.75018 2.03947 -3.90980 -1.682 0.719 -1.326
H 4.08760 1.87223 -5.69859 -0.447 1.118 2.093
H 3.16714 1.86722 -1.59440 -1.982 -1.091 -0.153
H 1.67928 1.71684 -0.45285 1.316 -1.011 -2.100
H 2.23388 -0.45493 0.19581 0.987 0.213 -2.537
H 5.00450 -0.04021 -1.49377 -1.037 -0.460 1.959
H 4.64110 -1.32836 -0.05380 -0.360 2.211 -1.188
H 5.04386 1.81996 0.14663 -0.562 -1.903 1.474
H 3.55290 1.15587 1.09501 2.318 -0.569 -0.548
H 4.17160 -1.97843 3.14198 1.521 1.278 1.190
H 6.03977 -1.61413 3.51748 -2.464 0.462 0.486
H 4.68914 -1.23988 4.88418 0.375 0.094 -2.530
H 2.80018 -2.24563 -1.40825 -0.731 0.374 -0.213
H 2.67934 -1.28022 -2.76957 -0.374 0.150 1.362
C 5.32453 2.31234 8.99123 0.206 -0.468 -0.008
C 5.44490 1.11851 8.40248 0.130 0.238 0.305
C 4.70256 0.79470 7.16827 0.016 -0.378 -0.235
O 4.81059 -0.29842 6.62983 -0.009 0.489 0.493
C 3.82382 1.84121 6.60930 -0.341 0.382 0.009
C 3.70345 3.03503 7.19804 -0.050 -0.341 -0.289
C 4.44580 3.35884 8.43226 -0.120 0.968 0.400
O 4.33776 4.45197 8.97069 0.087 -0.811 -0.382
H 5.86132 2.56581 9.89724 -0.030 0.023 -0.024
H 6.08592 0.34063 8.79973 -0.028 0.008 -0.029
H 3.28704 1.58774 5.70328 0.101 -0.009 0.105
H 3.06243 3.81292 6.80080 0.031 -0.010 0.047
C 0.01340 4.93576 1.85459 -0.269 0.204 0.164
C -1.25716 5.35048 1.85611 0.442 -0.020 0.205
C -2.18996 4.96542 0.77870 -1.113 0.440 0.085
O -3.35252 5.34618 0.77824 0.982 -0.352 -0.034
C -1.66505 4.10350 -0.29897 0.357 -0.317 -0.289
C -0.39449 3.68878 -0.30049 -0.410 0.024 -0.082
C 0.53831 4.07384 0.77693 0.416 -0.029 0.092
O 1.70087 3.69308 0.77739 -0.420 0.009 -0.051
H 0.71086 5.20961 2.63678 0.010 -0.022 -0.039
H -1.65750 5.98244 2.63980 -0.017 -0.022 -0.049
H -2.36251 3.82965 -1.08115 -0.029 0.027 0.021
H 0.00586 3.05683 -1.08418 -0.011 0.028 -0.103
```
Forces are in eV/Å.